[1]
67
Properties=species:S:1:pos:R:3:forces:R:3 method="wB97M-V/def2-TZVPD" multiplicity=1 relative_energy_kcal_mol=14.2 max_force_ev_per_a=3.68 total_charge=0 e_homo_ha="-0.2404 / -0.2139"
O 3.05647 -0.48763 -2.12289 2.5 1.8 -1.3
H 3.81106 0.10232 -2.54690 -2.3 -1.9 1.3
Sn 0.41880 0.01971 0.08472 0.8 0.6 -3.5
N 0.25370 -0.94110 -1.81069 -0.4 1.7 -1.0
N -0.26860 1.48518 -1.32101 0.3 -0.6 -2.4
N 0.20670 -1.56607 1.47500 -0.6 -0.9 2.0
N -0.57316 0.94344 1.71642 -1.1 -0.4 2.3
O 0.13389 -2.17522 -1.88210 0.3 -1.8 0.0
O 0.54683 -2.91786 1.37257 -0.2 1.0 -0.4
O -1.13369 2.20369 1.72993 0.9 -1.0 -0.1
O -0.77048 2.62162 -0.97130 -0.1 1.4 1.3
C 0.06191 1.23036 -2.60976 -0.2 1.2 2.7
C 0.32188 -0.12674 -2.89091 0.6 -2.2 1.6
C -0.23686 -1.18402 2.67521 0.8 -1.8 -2.1
C -0.66465 0.18705 2.81072 -0.3 2.1 -1.5
C 0.66162 -0.72418 -4.19734 -0.4 -0.1 -0.6
H 1.63375 -1.22701 -4.13923 -0.2 0.1 0.2
H 0.69759 0.03210 -4.98222 0.1 -0.1 0.1
H -0.10360 -1.44926 -4.49474 0.1 -0.1 0.1
C 0.16415 2.32738 -3.60118 -0.3 0.2 -0.5
H 0.93767 3.05473 -3.31722 -0.2 -0.2 0.1
H -0.78555 2.86374 -3.68693 0.1 0.0 0.1
H 0.41700 1.92847 -4.58947 0.0 0.2 0.3
C -0.37158 -2.22875 3.72463 -0.1 -0.2 0.8
C -1.21273 0.73309 4.08026 -0.2 0.0 0.5
H 0.20437 -3.12805 3.48266 -0.1 0.5 0.0
H -1.41508 -2.56170 3.82314 0.1 0.2 -0.1
H -0.05697 -1.85639 4.70600 -0.1 0.0 -0.2
H -1.72266 1.69090 3.92405 0.1 -0.4 -0.1
H -0.38856 0.91722 4.78504 -0.2 -0.1 -0.1
H -1.90140 0.01779 4.55006 0.2 0.2 -0.1
H 0.82671 -3.07485 0.43953 0.1 0.4 0.0
H -0.97956 2.50410 0.77472 -0.1 0.3 -0.4
C 2.34535 0.79920 0.38939 -0.2 -0.2 0.5
H 2.98151 0.34363 -0.40230 -0.3 -0.1 0.0
H 2.58174 0.48549 1.42213 0.4 0.7 -0.4
H 2.19845 1.87940 0.20476 0.3 -0.4 0.5
O 2.94474 -2.92570 -0.96361 0.3 0.3 0.9
H 3.17049 -2.36204 -1.74995 -0.4 0.5 0.5
H 3.27134 -2.36171 -0.22624 -0.1 -0.5 -1.0
C -6.35278 4.11541 1.20886 0.1 0.1 0.1
C -7.03796 2.76122 1.14896 -0.1 -0.3 -0.3
N -6.11251 1.61198 1.14217 0.3 0.0 -0.2
C -6.08424 0.76981 2.33945 0.1 0.2 0.2
C -7.35681 -0.04681 2.52080 0.0 -0.1 -0.1
C -5.28860 1.48813 0.05550 -0.5 0.5 -0.3
O -5.31030 2.31926 -0.85408 0.3 -1.0 0.6
C -4.38856 0.26928 0.00645 -0.1 -0.1 -0.3
C -4.88919 -1.03913 -0.01698 0.5 0.1 0.1
C -3.98162 -2.09316 -0.09486 0.3 0.2 0.0
C -2.61505 -1.79536 -0.16868 -0.2 -0.3 0.3
N -2.13082 -0.55113 -0.16274 -0.6 0.1 0.0
C -3.01724 0.46250 -0.12291 -0.1 -0.2 -0.3
H -5.72340 4.17267 2.10457 0.0 0.1 -0.2
H -7.12326 4.88877 1.29871 0.1 0.0 -0.1
H -5.74919 4.30078 0.31288 -0.2 -0.1 0.3
H -7.67517 2.63118 2.02959 0.0 0.0 -0.2
H -7.66380 2.69627 0.24191 0.2 0.0 0.4
H -5.21762 0.09957 2.32330 -0.1 0.3 -0.1
H -5.96161 1.43529 3.20832 0.1 -0.1 -0.1
H -7.51877 -0.69455 1.65149 -0.1 0.1 0.2
H -7.27654 -0.68869 3.40772 -0.1 0.2 -0.1
H -8.22469 0.61321 2.63280 0.1 -0.3 0.0
H -5.96108 -1.22005 0.00307 0.2 0.0 0.1
H -4.29225 -3.13831 -0.07642 0.0 0.4 -0.2
H -1.88259 -2.59952 -0.23397 -0.1 0.2 0.0
H -2.63545 1.46675 -0.28567 0.1 -0.1 0.2

***

[2]
61
Properties=species:S:1:pos:R:3:forces:R:3 method="wB97M-V/def2-TZVPD" multiplicity=1 relative_energy_kcal_mol=51.6 max_force_ev_per_a=1.23 total_charge=0 e_homo_ha=-0.2868
C -2.53116 -4.94731 -0.09890 -0.1 -0.3 0.0
O -2.10970 -3.60236 -0.10810 0.0 0.4 0.0
C -3.03776 -2.60761 -0.27290 -0.1 0.2 0.0
C -4.39643 -2.87182 -0.41043 0.1 -0.3 0.0
C -5.30793 -1.84648 -0.59160 0.1 0.1 0.0
C -4.87802 -0.53384 -0.65078 -0.1 0.0 0.0
C -3.53120 -0.26358 -0.51999 0.1 -0.1 0.0
C -2.59234 -1.27350 -0.32102 -0.3 -0.1 -0.1
C -1.18666 -0.79728 -0.18119 0.2 -0.1 -0.2
O -0.87130 0.34170 -0.47858 -0.2 -0.1 0.1
N -0.28258 -1.69563 0.29050 0.2 -0.3 0.2
C 1.04499 -1.37844 0.53282 0.4 1.0 0.2
C 1.54381 -0.19370 1.00045 -0.6 -1.0 -0.3
C 0.76415 0.93952 1.57165 0.4 0.2 0.3
O -0.12156 0.69615 2.37545 -0.2 -0.1 0.0
N 1.12283 2.19525 1.22934 0.0 0.2 0.3
C 2.01815 2.51400 0.14169 0.1 -0.1 -0.6
C 1.29112 2.60382 -1.22622 -0.1 0.1 0.1
N 2.07086 2.19647 -2.37266 0.1 0.0 -0.1
C 3.26837 2.97838 -2.57835 -0.1 -0.1 -0.1
C 2.32429 0.77540 -2.44139 0.0 0.1 -0.1
C 0.31891 3.27794 1.78063 -0.2 0.0 0.0
C -0.93217 3.52135 1.00297 -0.4 -0.6 0.6
C -2.13100 2.87395 1.01785 0.6 0.3 0.1
C -2.93803 3.51854 0.04898 0.2 0.4 -0.3
C -2.17028 4.50831 -0.47872 -0.7 -0.3 -0.2
O -0.95362 4.52094 0.09163 0.4 0.2 0.0
O 2.91049 -0.22932 1.06964 0.2 0.3 0.2
C 3.29411 -1.45337 0.64284 -0.4 -0.8 -0.3
C 4.58655 -1.94388 0.54139 -0.1 0.3 0.1
C 4.73458 -3.23135 0.06522 0.0 0.0 0.0
C 3.63259 -4.00710 -0.30013 0.0 -0.2 -0.1
C 2.34739 -3.52084 -0.19936 0.0 0.1 0.0
C 2.17346 -2.22470 0.27914 0.5 0.3 0.2
H -3.01182 -5.22377 -1.04168 0.0 0.0 0.0
H -1.62331 -5.53618 0.02668 -0.1 0.0 0.0
H -3.20878 -5.15074 0.73531 0.0 0.0 -0.1
H -4.76001 -3.88633 -0.37501 0.0 -0.1 0.0
H -6.35654 -2.08512 -0.68938 -0.1 0.0 0.0
H -5.58441 0.26813 -0.79738 -0.1 0.1 0.0
H -3.15757 0.74796 -0.56535 0.1 0.1 0.0
H -0.56078 -2.66051 0.39389 -0.1 0.1 0.0
H 2.78762 1.74530 0.08786 0.0 0.1 0.0
H 2.50945 3.46181 0.37988 0.0 -0.1 0.0
H 0.96072 3.63082 -1.40128 -0.1 0.0 0.1
H 0.40884 1.96272 -1.18249 0.0 0.1 0.0
H 3.67224 2.74828 -3.56479 0.1 0.0 0.0
H 4.05536 2.78348 -1.83301 0.1 0.0 0.0
H 3.01311 4.03642 -2.54720 0.0 0.1 0.0
H 2.65897 0.52806 -3.44971 0.0 -0.1 0.0
H 1.39846 0.24118 -2.23830 0.0 -0.1 0.0
H 3.09560 0.42512 -1.73683 0.0 0.0 0.1
H 0.04960 2.98615 2.79941 0.0 0.2 -0.2
H 0.92639 4.18544 1.79583 0.0 -0.1 0.1
H -2.38545 2.03963 1.63760 0.0 -0.2 0.2
H -3.94946 3.28177 -0.21247 -0.2 0.0 -0.1
H -2.36511 5.24442 -1.23341 0.1 0.1 -0.1
H 5.43336 -1.34016 0.82574 0.1 0.1 0.0
H 5.72539 -3.64922 -0.02813 0.1 0.0 0.0
H 3.79772 -5.00818 -0.66959 0.0 -0.1 0.0
H 1.49719 -4.12127 -0.48603 -0.1 -0.1 -0.1

***

[3]
53
Properties=species:S:1:pos:R:3:forces:R:3 method="wB97M-V/def2-TZVPD" multiplicity=1 max_force_ev_per_a=4.53 total_charge=+1 e_homo_ha="-0.3696 / -0.3701"
Ir -0.50797 -0.47925 -0.07219 0.0 1.8 1.0
N 1.02000 -2.11941 4.07158 -0.4 0.3 -0.5
C 0.18199 -1.57836 3.16325 0.1 -0.6 0.9
N 0.57063 -1.01827 2.07237 -0.7 0.1 -1.6
C 1.91911 -0.88990 1.78419 -0.5 0.8 -1.4
N 2.29232 -0.20088 0.72841 2.9 -1.0 2.0
N 1.41178 0.24479 -0.10406 -3.0 1.2 -3.2
C 1.74584 1.04263 -1.12936 0.9 -2.0 3.1
C 0.77462 1.52300 -2.02514 -1.9 1.0 -1.7
C 1.06132 2.50561 -3.00529 0.3 -0.8 1.0
C 0.05785 2.97836 -3.81275 -0.8 -0.1 -0.2
C -1.23966 2.48294 -3.66201 0.7 0.1 0.1
C -1.44979 1.50469 -2.70500 -0.6 0.0 -0.2
N -0.49456 1.04470 -1.92512 1.0 -1.5 1.4
C 2.87526 -1.54942 2.64633 -0.1 -0.3 0.5
C 4.23844 -1.65181 2.35906 0.0 -0.1 0.1
C 5.07769 -2.36549 3.19512 0.0 0.3 -0.3
C 4.58259 -2.97570 4.34018 -0.5 0.0 0.0
C 3.23480 -2.88803 4.64912 0.3 -0.1 0.1
C 2.38548 -2.18774 3.80758 0.2 0.3 -0.4
H 0.66215 -2.54621 4.91615 -0.1 0.1 -0.2
H -0.87716 -1.62749 3.37599 0.0 -0.1 0.1
H 2.78432 1.31680 -1.24985 0.1 0.1 0.2
H 2.06694 2.88332 -3.08962 0.1 0.0 0.0
H 0.26072 3.72649 -4.56228 0.1 0.1 0.0
H -2.04990 2.83642 -4.27679 -0.1 0.0 0.0
H -2.43171 1.07148 -2.56669 0.0 0.0 0.0
H 4.61190 -1.17285 1.46906 0.0 0.0 -0.1
H 6.12544 -2.45170 2.95097 0.1 0.0 0.0
H 5.24463 -3.53079 4.98522 0.0 -0.1 0.1
H 2.84402 -3.37163 5.53260 0.0 0.0 0.1
C -4.77064 -0.73437 -1.06875 0.2 -0.4 0.0
C -3.56945 -0.35875 -0.24628 -0.5 0.9 0.6
O -2.57704 -1.10209 -0.28648 1.3 -0.4 -0.5
C -3.63892 0.82879 0.58727 0.9 -0.1 -0.1
C -4.88188 1.40523 0.88311 -0.2 0.5 0.3
C -5.00144 2.46006 1.75875 -0.4 -0.3 -0.3
C -3.86601 2.98836 2.37733 0.3 -0.2 -0.2
C -2.62722 2.48434 2.07942 0.1 -0.1 -0.1
C -2.45601 1.41529 1.15819 -0.9 0.0 -0.1
O -1.25157 1.08141 0.85086 0.3 1.5 0.8
H -4.49746 -1.49329 -1.79681 0.1 0.0 0.0
H -5.16948 0.13499 -1.58344 -0.1 0.1 0.0
H -5.54240 -1.14667 -0.42132 -0.1 0.0 0.0
H -5.76962 0.99292 0.43003 -0.1 0.0 0.0
H -5.97484 2.86850 1.97123 -0.1 0.0 0.0
H -3.96435 3.79826 3.08544 0.0 0.1 0.0
H -1.73004 2.90489 2.50749 0.1 0.0 0.1
C 0.15204 -3.35513 -0.37781 -0.2 -0.2 0.6
O 0.24111 -2.06312 -0.82554 1.3 -0.3 -2.2
H 0.35700 -4.03271 -1.21765 -0.1 0.0 0.2
H -0.83894 -3.58375 0.04041 0.0 -0.2 0.0
H 0.90617 -3.53641 0.40689 0.0 -0.3 0.0

***

[4]
14
Properties=species:S:1:pos:R:3:forces:R:3 method="wB97M-V/def2-TZVPD" multiplicity=1 relative_energy_kcal_mol=45.3 max_force_ev_per_a=0.37 total_charge=0 e_homo_ha=-0.3777
C -0.82612 1.75426 0.26965 0.0 0.0 0.0
C 0.43464 0.96827 0.01498 -0.1 0.2 -0.2
O 0.97186 0.19964 1.08554 0.1 0.0 0.2
C 0.48099 -0.49297 -0.06229 -0.1 -0.2 -0.2
C -0.72959 -1.37526 0.12502 -0.1 0.4 -0.1
O -0.36628 -2.72726 0.31389 0.1 -0.1 0.3
H -1.48807 1.23233 0.96490 0.1 0.1 -0.1
H -1.36522 1.91873 -0.66993 0.1 0.0 0.1
H -0.58829 2.73325 0.69675 0.0 -0.1 0.0
H 1.19521 1.50715 -0.55461 -0.1 -0.1 0.1
H 1.26040 -0.95336 -0.67413 -0.1 0.1 0.1
H -1.35006 -1.35198 -0.77733 0.1 0.0 0.1
H -1.33127 -0.99904 0.96388 0.1 -0.1 -0.1
H 0.14064 -2.77840 1.13452 -0.1 -0.1 -0.1